(1)
A 4-piece molecular cluster, C27H59FNO8P overall, computed with ωB97M-V with the def2-TZVPD basis set.

Atoms and positions in Å:
C  5.843  4.569  4.436
C  4.864  4.018  3.420
O  3.531  3.904  3.965
P  2.494  5.098  3.843
O  2.451  5.796  2.548
C  0.969  4.285  4.315
C  0.374  3.534  3.122
C  -0.756  2.537  3.459
C  -1.374  2.076  2.132
C  -0.395  1.563  1.098
F  -2.272  1.041  2.405
N  -0.200  1.397  4.169
C  -0.568  1.263  5.474
O  -0.090  0.475  6.262
C  -1.670  2.259  5.742
C  -1.811  3.118  4.473
C  -3.267  3.280  3.992
C  -3.626  4.732  3.661
C  -4.862  4.888  2.770
O  -6.057  5.118  3.512
O  2.874  6.051  5.066
C  2.624  7.472  4.966
C  3.707  8.202  4.173
H  6.775  4.831  3.933
H  5.450  5.462  4.918
H  6.065  3.832  5.207
H  4.821  4.630  2.517
H  5.138  3.006  3.129
H  0.305  5.075  4.671
H  1.177  3.608  5.147
H  0.040  4.256  2.372
H  1.174  2.957  2.651
H  -1.959  2.899  1.710
H  -0.948  1.095  0.286
H  0.199  2.371  0.676
H  0.272  0.806  1.514
H  0.620  0.915  3.837
H  -1.405  2.833  6.631
H  -2.581  1.707  5.977
H  -1.490  4.128  4.724
H  -3.927  2.913  4.779
H  -3.489  2.657  3.125
H  -2.769  5.224  3.189
H  -3.832  5.276  4.587
H  -5.043  3.966  2.214
H  -4.711  5.684  2.036
H  -6.116  6.054  3.719
H  2.584  7.809  5.999
H  1.640  7.626  4.520
H  4.450  7.492  3.816
H  3.295  8.693  3.295
H  4.210  8.945  4.791
C  2.369  1.368  -3.213
C  2.336  0.629  -1.886
O  1.171  -0.154  -1.689
C  0.965  -1.195  -2.632
C  2.069  -2.237  -2.657
H  1.457  1.951  -3.346
H  3.221  2.048  -3.233
H  2.469  0.688  -4.060
H  2.331  1.344  -1.063
H  3.237  0.015  -1.773
H  0.812  -0.784  -3.636
H  0.025  -1.657  -2.329
H  3.006  -1.841  -3.049
H  1.770  -3.060  -3.307
H  2.254  -2.628  -1.655
C  -0.538  -5.515  -7.399
C  0.447  -4.709  -6.569
O  -0.082  -3.499  -6.050
C  -1.229  -3.638  -5.227
C  -1.012  -4.541  -4.027
H  -0.979  -4.894  -8.180
H  -0.018  -6.349  -7.872
H  -1.340  -5.934  -6.789
H  1.291  -4.397  -7.185
H  0.848  -5.332  -5.761
H  -2.083  -3.996  -5.814
H  -1.465  -2.623  -4.905
H  -0.872  -5.581  -4.325
H  -1.879  -4.502  -3.365
H  -0.132  -4.224  -3.466
C  -2.154  -9.946  -6.293
C  -1.173  -9.274  -5.347
O  -1.677  -8.098  -4.737
C  -2.823  -8.265  -3.921
C  -2.611  -9.189  -2.734
H  -2.526  -9.230  -7.028
H  -1.654  -10.758  -6.823
H  -3.008  -10.374  -5.767
H  -0.293  -8.943  -5.898
H  -0.830  -9.985  -4.588
H  -3.677  -8.604  -4.519
H  -3.057  -7.260  -3.570
H  -2.471  -10.227  -3.038
H  -3.484  -9.153  -2.081
H  -1.737  -8.877  -2.161

Values from the calculation:
LUMO energy (eV): 0.61
Kohn-Sham gap (eV): 10.041
Net charge: 0

=====

(2)
C4H3BrO as an isolated structure in a non-equilibrium geometry, computed with ωB97M-V with the def2-TZVPD basis set.

Atoms and positions in Å:
C  -0.642  -0.870  -0.927
C  -1.935  -0.845  -0.632
C  -1.910  -0.232  0.585
C  -0.370  -0.005  0.320
O  -2.591  0.168  1.448
Br  -2.009  -3.764  -2.417
H  -0.073  -1.604  -1.488
H  0.224  -0.495  1.054
H  -0.275  1.102  0.003

Values from the calculation:
LUMO energy (alpha / beta) (eV): -1.21 / -3.49
Kohn-Sham gap (alpha / beta) (eV): 9.303 / 5.481
Net charge: 0

=====

Question: Look up the net charge of the second one.
Answer: 0